Here is a 9-piece molecular cluster, C58H43ClINO34 overall in a non-equilibrium geometry from the Open Molecules 2025 dataset. Energies are from the ωB97M-V functional and the def2-TZVPD basis.

Last column: Löwdin charge in e.
Positions of all 138 atoms, in Å:
C 5.048 -2.706 -0.747  -0.110
C 4.218 -1.701 0.067  -0.361
C 3.214 -0.920 -0.802  -0.706
Cl 4.104 0.470 -1.509  0.652
C 1.971 -0.474 -0.024  -0.719
I 2.571 0.349 1.915  0.889
O 1.244 0.549 -0.655  -0.107
C 0.362 0.071 -1.601  -0.389
O 0.390 0.481 -2.737  0.159
C -0.673 -1.001 -1.242  -0.226
C -1.662 -0.687 -0.344  0.001
C -2.558 -1.677 -0.022  -0.051
C -2.413 -2.911 -0.608  -0.061
C -1.397 -3.077 -1.509  -0.140
N -0.515 -2.158 -1.854  0.148
H 5.525 -3.375 -0.027  0.055
H 5.863 -2.206 -1.277  0.074
H 4.456 -3.320 -1.431  0.074
H 3.701 -2.275 0.842  0.085
H 4.908 -1.001 0.533  0.070
H 2.945 -1.601 -1.613  0.111
H 1.386 -1.363 0.219  0.097
H -1.741 0.307 0.098  0.113
H -3.362 -1.505 0.682  0.112
H -3.088 -3.717 -0.358  0.109
H -1.291 -4.056 -1.972  0.113
O -2.157 2.692 0.084  0.079
C -3.183 3.072 -0.458  -0.315
C -4.384 3.401 0.287  0.078
C -5.487 3.797 -0.352  -0.229
O -6.605 4.113 0.309  0.087
C -5.534 3.912 -1.846  -0.312
O -6.573 4.262 -2.371  0.120
C -4.322 3.606 -2.595  0.083
C -3.213 3.213 -1.952  -0.230
O -2.085 2.927 -2.598  0.121
H -4.345 3.314 1.364  0.134
H -7.258 4.368 -0.377  0.097
H -4.360 3.710 -3.670  0.138
H -1.432 2.669 -1.919  0.110
O -8.429 6.254 -0.437  0.101
C -8.636 7.327 0.100  -0.296
C -9.917 7.697 0.677  0.079
C -10.076 8.903 1.238  -0.235
O -11.226 9.289 1.781  0.119
C -8.957 9.903 1.290  -0.314
O -9.171 10.986 1.797  0.115
C -7.667 9.522 0.731  0.079
C -7.509 8.316 0.174  -0.227
O -6.349 7.919 -0.349  0.115
H -10.715 6.970 0.632  0.137
H -11.074 10.195 2.112  0.122
H -6.864 10.243 0.789  0.138
H -6.503 7.016 -0.687  0.110
O 1.163 4.447 -0.670  0.127
C 0.588 5.513 -0.773  -0.311
C -0.811 5.634 -0.426  0.077
C -1.451 6.798 -0.567  -0.225
O -2.742 6.952 -0.261  0.105
C -0.739 8.015 -1.086  -0.310
O -1.369 9.047 -1.212  0.112
C 0.682 7.898 -1.411  0.085
C 1.313 6.724 -1.265  -0.234
O 2.605 6.559 -1.547  0.099
H -1.287 4.740 -0.056  0.108
H -2.954 7.885 -0.456  0.117
H 1.188 8.784 -1.768  0.137
H 2.799 5.621 -1.354  0.124
O 4.688 -4.897 1.856  0.109
C 4.551 -6.106 1.866  -0.300
C 4.666 -6.927 0.672  0.085
C 4.489 -8.250 0.745  -0.227
O 4.587 -9.035 -0.327  0.107
C 4.165 -8.932 2.041  -0.309
O 3.997 -10.136 2.040  0.119
C 4.073 -8.111 3.243  0.088
C 4.254 -6.788 3.167  -0.216
O 4.182 -5.995 4.238  0.081
H 4.898 -6.426 -0.259  0.120
H 4.414 -9.944 -0.015  0.124
H 3.857 -8.614 4.176  0.138
H 4.349 -5.089 3.911  0.133
O 6.450 -4.804 -4.928  0.115
C 6.315 -6.012 -4.932  -0.314
C 6.431 -6.828 -6.133  0.077
C 6.254 -8.154 -6.064  -0.237
O 6.351 -8.942 -7.133  0.114
C 5.930 -8.841 -4.769  -0.312
O 5.763 -10.045 -4.776  0.112
C 5.838 -8.027 -3.566  0.081
C 6.019 -6.703 -3.635  -0.228
O 5.946 -5.922 -2.556  0.094
H 6.661 -6.323 -7.060  0.137
H 6.178 -9.848 -6.812  0.120
H 5.621 -8.533 -2.635  0.119
H 6.112 -5.012 -2.870  0.114
O 2.669 -5.758 11.274  0.108
C 3.181 -5.989 10.195  -0.318
C 2.462 -5.900 8.933  0.074
C 3.085 -6.185 7.782  -0.232
O 2.472 -6.112 6.604  0.110
C 4.526 -6.606 7.750  -0.308
O 5.028 -6.872 6.675  0.106
C 5.252 -6.672 9.011  0.076
C 4.628 -6.383 10.160  -0.239
O 5.247 -6.427 11.338  0.113
H 1.425 -5.598 8.969  0.135
H 3.139 -6.358 5.930  0.082
H 6.293 -6.959 8.975  0.135
H 4.575 -6.178 12.000  0.120
O 4.289 8.094 -4.763  0.109
C 4.188 7.025 -5.335  -0.312
C 3.396 5.916 -4.826  0.078
C 3.343 4.760 -5.500  -0.233
O 2.630 3.723 -5.072  0.122
C 4.089 4.564 -6.788  -0.315
O 4.016 3.486 -7.344  0.112
C 4.864 5.682 -7.310  0.074
C 4.913 6.838 -6.636  -0.238
O 5.605 7.889 -7.071  0.112
H 2.865 6.066 -3.897  0.114
H 2.759 3.015 -5.731  0.123
H 5.384 5.536 -8.246  0.135
H 5.475 8.587 -6.402  0.119
O -9.304 -2.670 2.566  0.111
C -8.565 -1.706 2.509  -0.318
C -8.809 -0.561 1.647  0.075
C -7.945 0.463 1.619  -0.227
O -8.146 1.524 0.838  0.114
C -6.701 0.463 2.470  -0.307
O -5.934 1.405 2.401  0.108
C -6.471 -0.675 3.349  0.072
C -7.340 -1.694 3.374  -0.240
O -7.173 -2.753 4.161  0.115
H -9.704 -0.575 1.041  0.137
H -7.392 2.129 0.985  0.091
H -5.585 -0.657 3.967  0.136
H -7.936 -3.337 3.986  0.121

Atomic forces in eV per Å
C 0.45 0.13 0.50
C -0.03 -0.64 -0.61
C 0.73 -0.18 0.55
Cl -0.34 -0.11 -0.13
C 0.93 0.32 0.76
I -0.38 -0.04 -0.32
O -0.61 -0.78 -0.48
C -0.24 -0.02 -1.99
O 0.03 0.06 1.40
C 1.55 1.41 0.20
C -0.32 0.63 0.57
C -0.64 -0.01 0.41
C -0.55 0.07 0.42
C 0.15 -1.54 -0.71
N 0.08 -0.03 0.10
H -0.03 -0.08 -0.15
H -0.25 -0.01 -0.26
H -0.04 0.15 0.00
H -0.13 0.22 0.01
H -0.21 0.00 0.25
H -0.39 0.42 -0.17
H -0.16 0.17 -0.04
H 0.19 -0.23 -0.11
H 0.04 0.11 0.02
H 0.05 -0.11 -0.11
H 0.14 0.12 -0.11
O 0.05 -0.11 -0.38
C -0.31 -0.03 0.42
C 0.31 -0.08 0.22
C 0.03 -0.03 0.47
O -0.10 -0.14 -0.62
C 0.30 -0.04 -0.46
O -0.17 0.07 0.25
C -0.19 0.05 0.07
C 0.10 0.03 -0.52
O -0.09 -0.01 0.48
H -0.03 -0.04 0.00
H -0.13 0.17 0.14
H 0.03 -0.02 0.00
H 0.14 -0.02 -0.12
O 0.27 -0.05 -0.05
C -0.49 -0.02 0.16
C 0.11 -0.17 -0.12
C -0.36 -0.35 -0.03
O 0.29 0.24 0.00
C 0.54 0.09 -0.13
O -0.30 -0.04 0.09
C -0.11 0.14 0.09
C 0.38 0.32 0.02
O -0.30 -0.23 0.00
H -0.02 0.02 0.00
H -0.05 0.04 0.02
H 0.01 -0.01 -0.02
H 0.04 -0.02 -0.06
O 0.67 0.21 -0.23
C -0.55 -0.46 0.23
C -0.20 0.10 0.02
C -0.14 -0.31 0.13
O 0.20 0.30 -0.17
C 0.48 0.13 -0.16
O -0.24 -0.08 0.10
C -0.22 0.04 0.03
C 0.20 0.48 -0.15
O -0.19 -0.37 0.13
H 0.00 0.03 0.10
H -0.07 0.01 0.01
H 0.01 -0.02 -0.01
H 0.08 -0.01 0.01
O -0.07 0.10 0.39
C 0.11 -0.13 -0.51
C 0.01 0.24 -0.02
C 0.12 0.29 -0.42
O -0.09 -0.23 0.35
C -0.07 0.05 0.49
O 0.05 -0.05 -0.28
C -0.04 -0.13 -0.06
C -0.07 -0.34 0.39
O -0.07 0.30 -0.64
H 0.01 -0.03 -0.01
H 0.00 -0.04 -0.04
H 0.02 0.01 0.01
H -0.02 0.05 0.05
O -0.03 0.05 0.31
C 0.09 -0.06 -0.53
C 0.00 0.16 0.10
C 0.11 0.27 -0.41
O -0.09 -0.16 0.33
C -0.07 0.11 0.48
O 0.06 -0.06 -0.29
C -0.02 -0.23 -0.02
C -0.10 -0.31 0.42
O 0.05 0.24 -0.31
H -0.01 -0.02 -0.01
H -0.01 -0.05 -0.04
H -0.02 0.03 0.01
H 0.00 0.04 0.02
O 0.25 -0.04 0.19
C -0.45 0.11 -0.32
C 0.02 0.01 0.22
C -0.53 0.15 0.02
O 0.43 -0.19 0.06
C 0.45 -0.10 0.32
O -0.14 -0.10 0.08
C 0.00 0.00 -0.20
C 0.48 -0.13 -0.03
O -0.36 0.09 0.00
H 0.00 -0.01 -0.03
H -0.03 0.13 -0.12
H 0.00 -0.01 0.02
H 0.00 0.00 0.06
O 0.17 0.17 -0.22
C -0.34 -0.26 0.36
C 0.05 0.21 0.01
C -0.24 0.06 0.42
O 0.21 0.00 -0.34
C 0.32 0.23 -0.36
O -0.19 -0.13 0.18
C -0.06 -0.18 -0.02
C 0.23 -0.10 -0.43
O -0.17 0.04 0.31
H 0.01 0.01 0.00
H -0.03 -0.08 0.04
H 0.01 0.02 0.01
H 0.02 0.05 0.01
O 0.15 -0.18 0.22
C -0.31 0.29 -0.38
C -0.02 -0.19 0.09
C -0.43 -0.01 -0.29
O 0.53 -0.08 0.35
C 0.21 -0.23 0.33
O -0.20 0.18 -0.28
C 0.06 0.16 -0.10
C 0.42 0.01 0.30
O -0.29 -0.01 -0.22
H 0.01 0.03 -0.02
H -0.07 0.18 -0.04
H -0.01 -0.01 0.01
H -0.01 -0.05 0.02

E = -5606.74514 a.u.
SMILES string = CC[C@H](Cl)[C@@H](I)OC(=O)c1ccccn1.O=C1C=C(O)C(=O)C=C1O.O=C1C=C(O)C(=O)C=C1O.O=C1C=C(O)C(=O)C=C1O.O=C1C=C(O)C(=O)C=C1O.O=C1C=C(O)C(=O)C=C1O.O=C1C=C(O)C(=O)C=C1O.O=C1C=C(O)C(=O)C=C1O.O=C1C=C(O)C(=O)C=C1O
Kohn-Sham gap = 7.7 eV
Net charge = 0